(1)
Here is an isolated molecule of C21H33IO2 from the Open Molecules 2025 dataset. Energies are from wB97M-V/def2-TZVPD.

Last column: natural (NBO) charge in e.
CARTESIAN COORDINATES (ANGSTROEM)
H  -3.84  4.15  1.80  0.205
H  3.55  -1.49  1.06  0.198
C  2.60  -1.25  0.58  -0.386
C  -2.87  1.29  -1.05  -0.221
C  -2.19  -0.99  -0.92  -0.157
C  -2.91  -1.15  0.25  -0.249
C  0.25  1.86  0.96  -0.383
H  -3.55  2.31  3.39  0.200
H  0.09  -0.26  1.32  0.194
H  2.21  -3.51  -0.92  0.196
C  -2.17  0.22  -1.58  -0.189
C  2.75  -1.43  -0.93  -0.395
H  1.86  -1.96  0.96  0.195
H  4.30  -4.88  -2.71  0.229
H  -4.17  -0.20  1.68  0.216
H  -2.51  3.55  0.80  0.198
H  -4.77  2.93  -0.08  0.215
C  0.38  2.29  2.42  -0.410
H  -1.61  0.34  -2.50  0.219
H  -2.13  4.38  3.67  0.198
H  -2.92  -2.10  0.76  0.227
H  -5.08  2.01  1.40  0.208
C  3.51  -4.67  -4.67  0.798
H  3.94  -2.47  -3.20  0.209
C  2.17  0.16  0.98  -0.394
C  -4.30  2.35  0.72  -0.417
H  3.56  -0.80  -1.29  0.195
C  -3.59  1.16  0.13  -0.011
H  2.19  -2.75  -3.27  0.204
C  3.38  -4.54  -3.18  -0.504
C  -3.32  3.25  1.48  -0.386
H  -1.49  2.91  4.41  0.199
O  2.34  -4.99  -5.25  -0.690
H  0.85  2.53  0.34  0.194
H  2.54  -5.16  -2.84  0.222
H  1.84  -1.12  -1.43  0.199
H  1.43  2.41  2.67  0.205
H  2.44  -5.03  -6.21  0.496
H  -2.85  2.24  -1.57  0.215
C  3.03  -2.89  -1.30  -0.388
H  -2.28  1.61  2.40  0.204
H  3.95  -3.22  -0.83  0.196
H  2.37  0.30  2.04  0.200
C  -3.61  -0.07  0.77  -0.199
H  0.48  0.19  -0.34  0.199
C  -2.73  2.55  2.71  -0.409
C  -1.70  3.40  3.45  -0.384
H  -0.01  1.49  3.06  0.193
H  -0.54  4.14  1.79  0.194
H  0.25  4.23  3.36  0.206
C  0.69  0.42  0.70  -0.396
H  2.78  0.89  0.43  0.192
H  -0.78  1.95  0.64  0.200
C  -0.37  3.60  2.72  -0.396
I  -1.10  -2.63  -1.71  0.126
O  4.51  -4.47  -5.30  -0.599
C  3.12  -3.08  -2.81  -0.380

The orbital gap is 9.317 eV. Its net charge is 0. The value obtained for the molecular weight is 444.40 g mol⁻¹. Its electronic energy is -1268.20678 Eh. The SMILES is O=C(O)CCCCCCCCCCCCCCc1ccc(I)cc1. The value obtained for the HOMO energy is -8.82 eV. The calculation puts the largest force on an atom at 0.015 hartree/bohr.

***

(2)
Here is an isolated molecule of C21H33N3O3 from the Open Molecules 2025 dataset. Energies are from wB97M-V/def2-TZVPD.

Last column: natural (NBO) charge in e.
CARTESIAN COORDINATES (ANGSTROEM)
H  2.40  2.81  0.27  0.193
C  5.53  -0.16  0.61  -0.610
H  -1.88  0.90  -1.42  0.230
H  -6.81  -2.96  0.45  0.214
H  0.98  -3.78  -2.34  0.210
C  -1.77  1.91  -1.02  -0.523
H  3.98  1.49  3.22  0.207
C  -2.16  1.95  0.47  0.002
C  -5.72  1.44  0.06  -0.249
H  -6.03  2.46  -0.11  0.229
H  3.02  -0.82  1.44  0.200
C  4.72  0.84  2.76  -0.599
H  5.31  -0.30  -0.45  0.221
H  0.86  -0.28  -1.28  0.188
C  -6.60  0.39  -0.08  -0.203
N  0.58  2.13  -0.45  -0.646
H  -7.30  -2.27  -1.09  0.222
H  2.52  -1.81  -2.31  0.193
C  -4.40  1.20  0.44  0.316
H  3.19  -3.87  -1.10  0.206
C  0.72  -2.87  -1.80  -0.609
C  -7.17  -2.06  -0.03  -0.624
H  6.52  0.28  0.71  0.206
C  2.79  1.24  -1.20  -0.216
O  -0.62  0.46  1.55  -0.625
H  -7.62  0.59  -0.37  0.213
H  4.65  -0.14  3.23  0.200
H  -2.47  2.55  -1.57  0.258
H  5.54  -1.14  1.09  0.200
C  3.07  0.18  1.00  -0.205
H  0.08  -2.27  -2.44  0.204
C  -6.20  -0.92  0.15  -0.018
H  2.44  1.00  -2.20  0.206
C  1.59  -0.81  -0.66  -0.216
H  2.34  0.81  1.53  0.168
H  2.40  -3.28  0.36  0.194
C  1.98  2.45  -0.67  -0.253
H  2.02  3.24  -1.41  0.236
H  3.80  -2.42  -0.30  0.218
O  -3.54  2.24  0.62  -0.486
O  -0.14  3.00  -2.40  -0.632
H  -2.43  -1.24  1.48  0.419
C  1.98  -2.10  -1.41  -0.203
C  -4.00  -0.11  0.68  0.068
C  2.90  -2.97  -0.56  -0.614
C  -0.36  2.41  -1.36  0.679
H  -1.65  2.78  0.96  0.230
N  2.75  0.03  -0.41  -0.477
C  -4.89  -1.16  0.53  -0.225
H  1.09  -1.07  0.28  0.198
H  0.16  -3.16  -0.91  0.194
H  0.37  1.56  0.36  0.429
H  5.71  1.25  2.95  0.209
H  -4.55  -2.17  0.73  0.209
H  3.83  1.57  -1.29  0.195
H  -8.14  -1.80  0.38  0.220
N  -2.68  -0.32  1.12  -0.584
H  4.55  1.73  0.82  0.190
C  -1.75  0.64  1.13  0.669
C  4.48  0.73  1.25  -0.228

The orbital gap is 8.491 eV. Its net charge is 0. The value obtained for the molecular weight is 375.51 g mol⁻¹. Its electronic energy is -1210.03814 Eh. The SMILES is Cc1ccc2c(c1)NC(=O)[C@@H](CC(=O)NCCN(CC(C)C)CC(C)C)O2. The value obtained for the relative energy (zero: lowest compared OMol25 entry of this formula, charge and spin) is 15.24 kcal/mol. The value obtained for the HOMO energy is -7.98 eV. The calculation puts the largest force on an atom at 0.013 hartree/bohr.

***

(3)
Here is a cluster of 3 separate species, C21H34B3F16O8P in total from the Open Molecules 2025 dataset. Energies are from wB97M-V/def2-TZVPD.

Last column: Mulliken charge in e.
CARTESIAN COORDINATES (ANGSTROEM)
H  1.13  -6.80  -2.66  0.290
H  -0.99  -0.76  3.66  0.391
C  0.76  -6.20  -5.48  -0.570
C  1.31  1.10  -2.88  0.238
F  2.32  -3.60  -6.91  -0.295
H  -3.71  2.57  3.05  0.379
O  2.92  5.82  2.72  -0.454
H  0.40  -5.43  -4.80  0.247
O  3.14  5.60  0.29  -0.534
O  0.62  0.06  -4.94  -0.372
C  -3.99  1.87  3.85  -0.809
F  -0.54  1.85  -4.18  -0.287
H  0.47  4.68  6.74  0.287
H  3.00  6.75  2.44  0.307
F  -2.23  0.01  -2.85  -0.201
C  -2.55  -0.99  -3.69  0.032
H  3.24  5.00  -0.47  0.334
C  -0.39  -0.41  1.65  -0.537
H  -3.88  4.62  4.34  0.376
C  -2.74  -0.02  2.66  -0.875
C  -1.31  -1.53  -4.43  1.053
H  -5.20  2.75  5.44  0.343
H  -0.88  1.71  2.08  -0.092
B  3.47  1.05  2.54  0.560
H  -1.91  2.85  6.88  0.284
F  -0.45  -2.08  -3.56  -0.257
C  -1.44  -0.84  2.67  -1.026
F  -1.79  -2.53  -5.22  -0.344
H  -1.59  4.97  4.83  0.533
H  2.34  0.75  -2.97  0.248
H  -3.71  4.53  6.08  0.354
H  -1.26  0.16  -5.82  0.322
O  2.18  0.69  2.81  -0.655
F  0.16  -8.22  -4.53  -0.327
H  -4.94  1.43  3.55  0.406
H  -1.67  -1.90  2.55  0.440
C  -1.96  3.96  5.01  0.187
H  -0.68  -0.76  0.66  0.203
C  2.55  -4.70  -6.14  0.793
F  4.83  -4.18  -6.07  -0.252
B  1.24  1.54  2.25  0.624
O  5.09  4.80  1.78  -0.674
H  -3.30  -0.65  -4.40  0.264
H  -0.47  2.68  5.91  0.228
C  -0.10  1.10  1.62  0.183
C  1.86  -7.26  -3.33  0.122
F  4.28  -6.29  -5.79  -0.222
C  -4.15  2.65  5.16  -0.569
H  4.40  0.62  3.15  -0.113
H  -3.28  0.06  4.73  0.386
C  -0.58  -0.56  -5.38  -0.882
H  -3.70  2.05  5.96  0.338
F  2.12  -8.13  -5.51  -0.282
F  2.19  -8.48  -2.85  -0.272
H  -0.07  1.43  0.57  0.126
H  -1.68  3.40  4.12  -0.506
F  0.61  0.23  -2.12  -0.198
H  -0.49  4.17  8.12  0.383
C  -3.48  4.01  5.15  -1.026
C  0.66  1.25  -4.26  0.775
F  2.42  -4.31  -4.86  -0.275
P  3.63  4.89  1.65  0.705
C  -2.96  0.76  3.95  -0.099
H  -0.24  -1.20  -6.20  0.456
H  -1.12  5.41  7.05  0.353
H  -3.59  -0.66  2.44  0.485
O  3.66  2.03  1.57  -0.337
O  1.60  -5.64  -6.48  -0.367
C  -1.23  3.40  6.23  -0.226
C  -0.54  4.48  7.08  -1.360
F  1.47  2.08  -4.95  -0.308
H  -2.71  0.71  1.84  0.376
O  1.57  2.91  2.23  -0.325
H  4.08  -5.33  -7.53  0.253
F  2.98  -6.50  -3.35  -0.218
H  0.53  -0.94  1.89  0.366
H  -0.11  -6.55  -6.04  0.408
C  3.98  -5.16  -6.46  0.154
C  1.26  -7.44  -4.73  0.814
F  -3.07  -2.00  -2.95  -0.263
H  -2.00  1.17  4.26  -0.065
B  2.86  3.12  1.82  0.335
F  1.30  2.30  -2.26  -0.270

The orbital gap is 10.609 eV. Its net charge is 0. The value obtained for the molecular weight is 781.87 g mol⁻¹. Its electronic energy is -3436.64822 Eh. The SMILES is CCCCCCCCCCCB1OBOB(P(=O)(O)O)O1.FC(F)C(F)(F)COC(F)(F)C(F)F.FC(F)C(F)(F)COC(F)(F)C(F)F. The value obtained for the HOMO energy is -10.37 eV. The calculation puts the largest force on an atom at 0.017 hartree/bohr.

***

(4)
Here is a cluster of 7 separate species, C21H34BCl12FO4S in total from the Open Molecules 2025 dataset. Energies are from wB97M-V/def2-TZVPD.

Last column: Mulliken charge in e.
CARTESIAN COORDINATES (ANGSTROEM)
C  -0.23  1.62  -5.33  -0.006
B  1.30  -1.04  0.14  0.485
C  3.54  -1.58  6.67  -0.600
H  3.55  -3.12  1.20  0.384
H  -1.78  -6.33  5.79  0.349
C  4.12  2.45  -3.05  0.328
C  -0.70  -0.56  2.44  -0.649
H  -3.92  5.04  -5.42  0.321
C  1.35  0.15  1.21  0.337
H  -0.48  -4.77  7.30  0.373
O  2.37  -1.89  0.07  -0.522
Cl  3.55  -1.24  4.92  -0.088
H  -0.40  -1.40  3.06  0.357
H  3.72  -1.43  1.61  0.242
H  3.79  4.03  -4.48  0.390
H  2.42  -2.71  8.09  0.356
Cl  1.82  -0.17  -5.58  -0.204
H  2.28  -2.35  2.11  0.242
C  -3.60  4.87  -4.39  -0.478
Cl  4.73  5.09  -2.60  -0.219
O  0.23  -1.22  -0.69  -0.580
Cl  -3.57  -0.83  -7.18  -0.154
C  -5.34  -0.59  -7.19  -0.310
H  -0.14  -2.09  -0.55  0.305
Cl  -5.95  -3.23  -7.56  -0.183
C  2.34  -2.41  7.05  -0.227
H  -0.49  -0.49  -5.35  0.250
H  -5.65  -0.43  -8.22  0.345
Cl  0.82  -1.48  6.89  -0.184
Cl  -2.07  -4.86  3.97  -0.171
H  2.26  -3.30  6.44  0.078
Cl  0.76  2.87  -4.52  -0.210
H  3.56  -0.64  7.20  0.362
Cl  5.71  2.01  -3.72  -0.217
H  -5.41  3.97  -3.67  0.344
C  -6.07  -1.76  -6.57  -0.442
C  3.72  3.86  -3.41  -0.358
C  3.00  -2.19  1.32  -0.658
H  -0.52  -3.55  6.02  0.124
H  -3.79  5.79  -3.82  0.311
C  -0.54  -4.62  6.22  -0.232
C  2.51  1.07  1.07  0.020
H  -5.68  -1.99  -5.58  0.314
C  3.05  1.62  2.34  -0.491
C  0.74  1.50  3.10  0.371
H  0.24  0.11  -3.86  0.124
Cl  -1.85  4.58  -4.39  -0.115
C  0.47  0.34  2.20  0.602
C  -1.80  -5.25  5.69  -0.546
C  2.19  1.80  3.34  0.116
C  0.21  0.23  -4.94  -0.223
O  -0.12  2.19  3.60  -0.601
H  -7.13  -1.51  -6.48  0.298
H  -3.96  3.49  -2.77  0.321
Cl  -4.24  2.25  -4.75  -0.148
H  -5.54  0.31  -6.62  0.138
H  3.65  1.54  5.28  0.083
H  4.45  -2.13  6.89  0.320
H  -2.66  -4.87  6.24  0.322
S  2.67  2.38  4.93  -0.176
H  3.39  1.75  -3.47  -0.062
H  4.10  1.83  2.41  0.560
C  -4.35  3.73  -3.76  -0.561
O  2.99  1.31  -0.02  -0.499
H  -1.07  -1.00  1.52  0.243
F  -3.05  -0.53  2.56  -0.377
C  -1.93  0.10  3.07  -0.486
H  4.15  2.31  -1.98  0.064
Cl  0.93  -5.34  5.50  -0.220
H  2.70  4.04  -3.09  0.121
H  -1.26  1.79  -5.02  -0.067
H  -2.01  1.14  2.78  0.384
H  -0.15  1.78  -6.40  0.323
H  -1.93  -0.02  4.14  0.256

The orbital gap is 8.226 eV. Its net charge is 0. The value obtained for the molecular weight is 837.81 g mol⁻¹. Its electronic energy is -7166.81748 Eh. The SMILES is COB(O)C1=C(CCF)C(=O)C(S)=CC1=O.ClCCCl.ClCCCl.ClCCCl.ClCCCl.ClCCCl.ClCCCl. The value obtained for the relative energy (zero: lowest compared OMol25 entry of this formula, charge and spin) is 0.00 kcal/mol. The value obtained for the HOMO energy is -9.48 eV. The calculation puts the largest force on an atom at 0.022 hartree/bohr.